Entry from the OMol25 dataset: C18H37B2F6HgN4O15PbS2 as an isolated structure (ωB97M-V/def2-TZVPD).

Positions of all 86 atoms, in Å:
Hg1 2.236 -0.112 -1.733
Pb1 -1.749 -0.566 1.327
O1 -2.047 0.880 -0.971
C1 -2.877 1.483 -1.604
O2 -3.715 1.061 -2.517
B1 -4.706 2.106 -2.808
O3 -4.226 3.322 -2.112
C2 -3.248 2.991 -1.336
O4 -2.610 3.695 -0.589
O5 -6.045 1.742 -2.303
C3 -6.954 1.918 -3.258
O6 -8.114 1.665 -3.218
C4 -6.170 2.266 -4.556
O7 -4.875 2.308 -4.217
O8 -6.558 2.262 -5.680
C5 3.710 -2.771 1.191
F1 4.430 -3.778 1.626
F2 2.606 -2.623 1.920
F3 4.409 -1.646 1.282
S1 3.205 -3.072 -0.675
O9 3.781 -4.315 -1.095
O10 1.764 -3.036 -0.739
N1 3.842 -1.610 -1.467
S2 5.401 -1.775 -1.626
O11 6.000 -0.474 -1.847
O12 6.013 -2.620 -0.625
C6 5.664 -2.740 -3.268
F4 5.544 -1.910 -4.300
F5 6.824 -3.330 -3.245
F6 4.719 -3.658 -3.461
B2 0.758 -0.308 0.261
H1 0.650 -0.858 -0.733
H2 1.856 0.008 0.296
H3 0.152 0.676 0.313
H4 0.507 -1.030 1.127
C7 -0.920 -5.048 2.616
C8 -0.942 -3.648 1.910
C9 -1.431 -3.801 0.486
O13 -1.839 -2.560 -0.144
C10 -2.021 -2.746 -1.556
N2 -1.802 -2.776 2.703
H5 -0.501 -4.858 3.605
H6 -0.212 -5.735 2.148
H7 -1.919 -5.477 2.612
H8 0.082 -3.289 1.847
H9 -2.150 -4.605 0.272
H10 -0.676 -4.157 -0.227
H11 -2.573 -1.912 -1.983
H12 -2.650 -3.625 -1.710
H13 -1.036 -2.867 -2.007
H14 -1.385 -2.778 3.631
H15 -2.708 -3.218 2.849
C11 0.649 3.907 -2.690
C12 1.575 2.731 -2.293
C13 2.173 2.927 -0.891
O14 3.114 1.865 -0.841
C14 3.845 1.752 0.380
N3 0.702 1.521 -2.364
H16 1.121 4.885 -2.556
H17 -0.358 3.978 -2.272
H18 0.491 3.904 -3.773
H19 2.234 2.597 -3.151
H20 1.433 2.892 -0.087
H21 2.685 3.890 -0.849
H22 3.204 1.754 1.265
H23 4.488 2.624 0.534
H24 4.494 0.883 0.308
H25 -0.121 1.801 -1.826
H26 0.291 1.426 -3.292
C15 -1.613 3.890 3.346
C16 -1.344 2.514 2.789
C17 -0.910 1.511 3.858
O15 -0.495 0.278 3.314
C18 0.444 -0.362 4.171
N4 -2.394 1.912 1.936
H27 -0.941 4.162 4.159
H28 -2.630 3.847 3.762
H29 -1.707 4.728 2.657
H30 -0.484 2.595 2.109
H31 -1.709 1.419 4.608
H32 -0.125 1.989 4.453
H33 0.689 -1.365 3.836
H34 0.058 -0.405 5.195
H35 1.350 0.238 4.294
H36 -3.288 2.133 2.382
H37 -2.416 2.528 1.117

Forces on the atoms, in the same order (eV/Å):
Hg 0.2 -0.5 -0.5
Pb -0.4 0.5 -0.5
O 0.6 -0.7 -0.2
C -2.2 1.2 -0.3
O 1.4 -0.7 0.9
B -1.9 0.3 -0.9
O 0.4 -0.1 0.5
C 0.9 0.1 -0.3
O -0.1 -0.1 0.3
O 0.4 0.1 0.6
C 0.0 -0.5 -0.9
O -0.1 0.3 0.4
C 0.2 -0.8 -0.4
O 0.7 0.4 0.0
O -0.4 0.4 0.3
C 0.4 0.4 -0.9
F -0.4 0.0 -0.1
F -0.1 -0.3 0.0
F -0.2 0.0 0.2
S -0.3 -0.7 -0.1
O 0.3 1.2 0.4
O 0.5 1.0 0.2
N -2.8 -2.3 1.3
S 4.4 0.7 -1.0
O -1.1 -0.9 0.0
O -1.1 0.4 -0.6
C -1.3 0.3 0.1
F 0.5 0.5 0.1
F 0.7 0.1 0.0
F -0.1 -0.2 0.4
B -0.3 0.5 0.5
H -1.5 -1.2 -1.6
H 1.8 0.5 1.4
H -0.8 1.2 -0.1
H 0.1 -1.2 1.1
C 1.0 1.0 -0.8
C -0.2 -2.2 -0.4
C 0.3 -0.3 -2.3
O -0.5 -0.4 0.6
C -0.2 -0.2 0.2
N 0.3 0.4 0.5
H -0.4 -0.3 0.3
H -0.2 0.0 -0.2
H 0.0 -0.1 0.3
H 0.0 0.5 0.3
H -0.8 0.5 0.8
H 0.9 0.0 0.9
H 0.3 0.3 0.2
H 0.2 -0.1 -0.1
H -0.1 0.0 -0.2
H -0.1 0.3 0.1
H -0.1 0.0 -0.2
C 0.5 0.9 -0.9
C -2.7 1.6 -0.8
C 0.5 -0.5 -1.8
O 0.5 0.3 1.0
C 0.6 0.7 0.4
N 0.4 0.0 0.3
H 0.1 -0.1 0.4
H 0.2 -0.4 0.6
H 0.0 -0.3 0.0
H 1.0 0.3 0.8
H -0.1 -0.3 -0.1
H 0.1 0.0 0.0
H -0.3 -0.5 -0.2
H 0.0 0.0 -0.4
H -0.2 -0.1 0.1
H 0.1 -1.0 0.7
H 0.5 0.0 -0.2
C -1.6 0.0 0.8
C 1.7 -0.8 -1.0
C -0.6 1.7 0.9
O 0.2 0.0 0.1
C 0.3 0.2 1.1
N -0.4 1.5 0.5
H 0.1 0.0 -0.1
H 0.1 0.1 0.4
H 0.5 -0.3 -0.5
H 0.1 -0.1 0.1
H -0.2 -0.6 -0.2
H 0.4 -0.2 -0.3
H -0.1 0.1 -0.3
H -0.3 -0.3 -0.1
H 0.1 0.0 -0.6
H -0.1 -0.4 0.0
H 0.0 -0.4 -0.3

Calculated values
Kohn-Sham gap (eV): 7.2
Electronic energy (Eh): -3847.065679
Energy relative to the best compared isomer or geometry (same formula, charge and spin) (kcal per mole): 0.0
F_max (eV/Å): 4.56
Highest occupied orbital energy (eV): -11.241
Net charge: +1